*1*
Here is a cluster of 2 separate species, C4H11S2 in total from OMol25. Energies are from wB97M-V/def2-TZVPD.

Output
- Kohn-Sham gap: 5.56 eV
- Net charge: -1
- LUMO: 0.11582 Ha

Last column: natural (NBO) charge in e.
Atoms and positions in Å:
C: -2.582 -0.963 2.030  -0.760
S: -2.088 0.657 1.477  0.154
C: -1.365 0.207 -0.113  -0.774
H: -1.809 -1.721 2.004  0.228
H: -3.535 -1.213 1.568  0.202
H: -2.942 -0.819 3.063  0.212
H: -1.035 1.119 -0.622  0.223
H: -0.430 -0.360 0.091  0.285
H: -2.038 -0.351 -0.764  0.203
C: 2.041 1.364 -2.122  -0.616
C: 2.551 0.575 -0.924  -0.499
S: 1.877 -1.228 -0.901  -0.765
H: 0.951 1.424 -2.166  0.194
H: 2.483 1.256 -3.137  0.195
H: 2.307 2.417 -2.000  0.167
H: 2.267 0.984 0.052  0.182
H: 3.650 0.617 -0.930  0.170

---

*2*
Here is a cluster of 2 separate species, C4H11S2 in total from OMol25. Energies are from wB97M-V/def2-TZVPD.

Output
- Kohn-Sham gap: 5.91 eV
- Net charge: -1
- LUMO: 0.12416 Ha

Last column: natural (NBO) charge in e.
Atoms and positions in Å:
C: -1.849 -0.226 -2.895  -0.617
C: -1.658 -0.651 -1.444  -0.513
S: 0.095 -0.526 -0.911  -0.734
H: -1.168 -0.806 -3.521  0.200
H: -1.583 0.824 -3.005  0.196
H: -2.878 -0.366 -3.254  0.166
H: -1.975 -1.685 -1.305  0.171
H: -2.257 -0.021 -0.781  0.169
C: 2.688 0.514 1.262  -0.739
S: 1.721 1.367 2.533  0.119
C: 0.273 0.283 2.563  -0.767
H: 2.325 0.751 0.264  0.248
H: 2.603 -0.557 1.438  0.217
H: 3.728 0.814 1.353  0.199
H: -0.510 0.850 3.071  0.204
H: -0.051 0.072 1.532  0.288
H: 0.497 -0.637 3.100  0.192

---

The structure with the least stability is *1*.

---

*1*
Here is the ion C3H8NOS with charge +1 from OMol25. Energies are from wB97M-V/def2-TZVPD.

Output
- Kohn-Sham gap (spin up / spin down): 8.11 / 8.11 eV
- Net charge: +1
- LUMO (spin up / spin down): -0.21653 / -0.21650 Ha

Last column: natural (NBO) charge in e.
Atoms and positions in Å:
C: 2.184 -1.206 -0.254  0.271
C: -0.521 0.304 -0.155  -0.115
C: -1.673 1.380 -0.002  -0.660
N: -0.431 -0.817 0.634  -0.851
O: 2.227 0.010 0.133  -0.477
S: 1.184 1.209 0.133  0.602
H: 3.005 -1.909 -0.100  0.226
H: 1.307 -1.605 -0.773  0.180
H: -0.384 0.158 -1.303  0.246
H: -1.948 1.919 0.939  0.261
H: -2.615 0.906 -0.539  0.264
H: -1.359 2.164 -0.727  0.235
H: -0.397 -1.745 0.359  0.401
H: -0.579 -0.768 1.655  0.417

---

*2*
Here is the ion C3H8NOS with charge +1 from OMol25. Energies are from wB97M-V/def2-TZVPD.

Output
- SMILES: [NH3+][C@H](C=O)CS
- Kohn-Sham gap: 9.47 eV
- Net charge: +1
- LUMO: -0.14889 Ha

Last column: natural (NBO) charge in e.
Atoms and positions in Å:
O: 0.583 0.491 -2.319  -0.494
C: -0.049 -0.189 -1.537  0.412
C: 0.335 -0.376 0.005  -0.142
C: -0.822 -0.047 0.950  -0.563
S: -2.245 -1.236 0.906  0.035
N: 1.585 0.569 0.061  -0.702
H: -0.964 -0.806 -1.956  0.190
H: 0.766 -1.331 0.265  0.246
H: -0.384 -0.040 1.933  0.232
H: -1.188 1.015 0.777  0.251
H: -3.198 -0.326 0.623  0.161
H: 2.500 -0.030 0.024  0.469
H: 1.581 1.230 -0.692  0.461
H: 1.499 1.075 0.961  0.445

---

The structure with the least stability is *1*.